{"formula": "C2H7N4O", "method": "ωB97M-V with the def2-TZVPD basis set", "species": ["H", "O", "N", "H", "H", "H", "N", "C", "H", "N", "H", "H", "C", "N"], "positions_angstrom": [[1.22004, -1.01167, -1.17733], [-1.13033, 0.45855, 0.78179], [0.06367, 1.07527, 1.10390], [-1.70005, -1.93306, -1.27128], [-2.75980, -1.41457, -0.09103], [0.34086, 0.82746, 2.06393], [2.24127, 1.14055, 0.29646], [-0.83994, -0.88477, 0.30015], [-2.20569, -0.31404, -1.21570], [-1.94772, -1.14922, -0.66136], [2.84887, 1.00803, -0.50168], [2.21318, 2.08674, 0.66285], [0.62900, -0.44899, -0.48728], [1.02665, 0.55974, 0.19658]], "de_lowest_kj_mol": 670.1, "e_lumo_ha": [-0.142, -0.142], "smiles": "NN1C=C([NH3+])ON1", "fmax_ha_per_bohr": 0.083, "homo_ev": [-11.9, -11.9], "charge": 1}

***

{"formula": "C2H7N4O6", "method": "ωB97M-V with the def2-TZVPD basis set", "species": ["O", "O", "H", "H", "H", "H", "H", "O", "C", "N", "N", "N", "C", "H", "N", "O", "O", "O", "H"], "positions_angstrom": [[3.06185, -2.32001, 1.34452], [4.83842, 0.94106, -1.09906], [-0.34269, -2.18816, -1.18604], [0.47835, 1.29113, 1.49498], [-1.46068, -0.26832, 0.12494], [-0.25082, -0.91275, 1.02654], [0.68855, -1.70744, -2.48522], [1.93073, -0.57311, 0.87767], [0.39806, -0.36660, -0.96930], [0.05016, 1.24174, 0.62196], [2.91416, -1.21324, 0.81819], [3.97014, 0.80232, -0.36304], [-0.39734, -0.12626, 0.29540], [0.89129, 1.36153, -0.28369], [0.29977, -1.55470, -1.61550], [1.08383, 0.58162, -1.39229], [3.16419, 1.47617, 0.11500], [3.93474, -0.73628, 0.14891], [-0.76437, 1.87840, 0.41684]], "de_lowest_kj_mol": 18.8, "e_lumo_ha": -0.152, "fmax_ha_per_bohr": 0.088, "homo_ev": -15.2, "charge": 1}

***

{"formula": "C2H7N5", "method": "ωB97M-V with the def2-TZVPD basis set", "species": ["C", "N", "C", "H", "H", "H", "H", "H", "N", "N", "H", "N", "N", "H"], "positions_angstrom": [[-0.49892, -0.67685, 0.83049], [-0.25134, 1.98149, 0.16839], [0.27719, 0.68711, 0.32288], [-1.23567, 2.06807, 0.56093], [2.23282, -1.14050, -1.21711], [2.13899, 1.06309, -0.33718], [2.88320, -0.97636, 0.25979], [-3.32743, -0.42060, -0.83582], [-1.50782, -1.21821, 0.19180], [1.97537, -0.94550, -0.16604], [-1.97305, 0.69594, -0.64189], [1.41513, 0.34181, -0.14102], [-2.27265, -0.18591, -0.42539], [0.14418, -1.27358, 1.43018]], "de_lowest_kj_mol": 458.3, "e_lumo_ha": 0.023, "smiles": "[H]/N=C(\\C=N/N)NN", "fmax_ha_per_bohr": 0.166, "homo_ev": -8.5, "charge": 0}

***

{"formula": "C2H7N5O", "method": "ωB97M-V with the def2-TZVPD basis set", "species": ["H", "C", "C", "N", "H", "N", "H", "O", "N", "H", "H", "N", "H", "N", "H"], "positions_angstrom": [[-2.50325, -0.22727, 1.45702], [-0.36142, -0.40087, -0.31819], [2.16745, 0.15027, 0.18644], [-2.58488, -0.38631, 0.51721], [3.58286, -1.21998, 0.17852], [0.83308, 0.61352, -0.20667], [-1.30880, 1.39786, -0.48196], [0.55703, 1.84871, 0.11154], [2.54860, -1.05225, 0.25468], [-3.55932, -0.29032, 0.12897], [2.86625, 1.01901, 0.29391], [0.11287, -1.65557, -0.31555], [-0.93564, -2.13777, -0.59332], [-1.62122, 0.22604, -0.36897], [0.20640, 2.11493, -0.84365]], "de_lowest_kj_mol": 598.8, "e_lumo_ha": 0.012, "smiles": "[H]/N=C/N(O)/C(=N/[H])NN", "fmax_ha_per_bohr": 0.148, "homo_ev": -8.5, "charge": 0}

***

{"formula": "C2H7N5O", "method": "ωB97M-V with the def2-TZVPD basis set", "species": ["H", "C", "N", "H", "O", "H", "H", "H", "N", "H", "H", "C", "N", "N", "N"], "positions_angstrom": [[-0.44218, -1.09014, -1.10724], [-0.39566, -0.06809, 0.74724], [-1.42926, 0.05746, 1.68563], [-1.07994, -1.93697, 0.41470], [-1.89371, -1.15535, 2.27295], [1.99130, 1.47475, -2.24868], [-1.03742, 0.62828, 2.43616], [-1.15225, -1.52794, 2.82833], [0.39166, 0.00053, -2.28237], [0.62809, 0.08417, -3.28748], [1.94972, 1.77182, -0.08048], [1.21381, 0.83912, -1.67767], [-0.42541, -1.16441, -0.03175], [1.28790, 1.13163, -0.37044], [0.39333, 0.95514, 0.70107]], "de_lowest_kj_mol": 271.5, "e_lumo_ha": 0.027, "smiles": "[H]/N=C/N/N=C(\\N)NO", "fmax_ha_per_bohr": 0.076, "homo_ev": -8.0, "charge": 0}

***

{"formula": "C2H7N5O", "method": "ωB97M-V with the def2-TZVPD basis set", "species": ["C", "H", "C", "H", "N", "N", "H", "H", "N", "N", "H", "H", "H", "N", "O"], "positions_angstrom": [[-1.05502, -0.82537, -0.15840], [1.82660, -2.24299, -0.28170], [0.56094, 0.59421, 1.30708], [1.21182, -0.25974, 1.48970], [-2.31771, -0.81082, -0.29583], [-0.45400, 1.60868, -0.66003], [1.18990, 1.48826, 1.30927], [-2.71029, 0.03849, 0.10450], [-0.15949, -1.70371, -0.64161], [-0.17827, 0.43033, 0.06306], [-1.06504, 1.39867, -1.44849], [0.42144, 1.94184, -1.06918], [-0.14246, 0.66382, 2.13895], [0.81277, -0.89053, -1.08711], [2.05883, -1.43114, -0.77020]], "de_lowest_kj_mol": 548.1, "e_lumo_ha": [-0.013, -0.013], "smiles": "[H]/N=C(/N=N/O)N(C)N", "fmax_ha_per_bohr": 0.065, "homo_ev": [-8.1, -8.1], "charge": 0}

***

{"formula": "C2H7N5O", "method": "ωB97M-V with the def2-TZVPD basis set", "species": ["C", "C", "H", "N", "H", "N", "H", "H", "N", "H", "N", "H", "H", "N", "O"], "positions_angstrom": [[-1.34732, -1.49550, 0.23029], [0.41447, 0.14642, -0.10968], [2.11891, 1.43238, -0.76030], [1.78344, 0.25840, -0.31564], [-1.81174, 1.87558, 1.14934], [2.74031, -0.95900, -0.10471], [-0.18365, 2.06439, -0.80198], [-2.25406, 1.50684, -1.17070], [-0.28102, 1.37082, 0.01362], [-1.66070, -2.08239, 1.19374], [0.00799, -1.01182, 0.09520], [1.60171, -1.98078, -0.58607], [2.98952, -0.83046, 1.49248], [-1.74388, 1.09188, 0.24606], [-2.37399, -1.38674, -0.57166]], "de_lowest_kj_mol": 1242.5, "e_lumo_ha": -0.022, "fmax_ha_per_bohr": 0.122, "homo_ev": -9.0, "charge": 0}

***

{"formula": "C2H7NO", "method": "ωB97M-V with the def2-TZVPD basis set", "species": ["H", "O", "H", "H", "N", "H", "H", "C", "H", "C", "H"], "positions_angstrom": [[2.00447, -0.55776, 2.49198], [-2.64646, 3.44971, -3.86793], [1.12456, -1.28136, -0.19710], [-3.37032, 2.93421, -4.21302], [1.60974, -0.72325, 0.48177], [2.46517, -0.29483, 0.19312], [-0.52095, -1.98714, 1.37419], [1.25813, -0.95975, 1.80258], [-2.00745, 2.90600, -3.36970], [0.16896, -1.66241, 2.14131], [-0.08585, -1.82340, 3.16278]], "de_lowest_kj_mol": 96.3, "e_lumo_ha": 0.035, "smiles": "C=CN.O", "fmax_ha_per_bohr": 0.022, "homo_ev": -8.1, "charge": 0}

***

{"formula": "C2H7NO", "method": "ωB97M-V with the def2-TZVPD basis set", "species": ["N", "O", "H", "H", "C", "H", "H", "H", "H", "C", "H"], "positions_angstrom": [[0.98491, -1.00804, 0.69358], [-0.54905, -0.28793, -1.66364], [-0.95683, -0.42909, 1.15245], [-1.27193, 1.35515, -0.47512], [-0.42293, 0.63245, -0.62600], [0.07725, 0.94490, 1.49110], [-1.38957, -0.81850, -1.66320], [0.45220, 1.14393, -0.92516], [1.40088, -0.70686, -0.14746], [-0.06460, 0.00667, 0.82472], [1.73966, -0.83266, 1.33873]], "de_lowest_kj_mol": 116.2, "e_lumo_ha": 0.036, "smiles": "NCCO", "fmax_ha_per_bohr": 0.054, "homo_ev": -9.6, "charge": 0}

***

{"formula": "C2H7NO", "method": "ωB97M-V with the def2-TZVPD basis set", "species": ["H", "H", "H", "N", "H", "O", "C", "C", "H", "H", "H"], "positions_angstrom": [[-0.61619, 2.21648, -0.64984], [0.61902, 0.85990, 1.21852], [0.05797, -1.89255, -1.04751], [-0.49792, -0.00544, -0.33307], [-1.34994, 0.12113, 0.19993], [0.19111, 2.25126, -0.08449], [-0.16143, -1.41889, -0.09612], [0.56219, 0.87607, 0.12592], [-0.90966, -1.99070, 0.47599], [1.43955, 0.59860, -0.42359], [0.66529, -1.61585, 0.61424]], "de_lowest_kj_mol": 106.7, "e_lumo_ha": 0.040, "smiles": "CNCO", "fmax_ha_per_bohr": 0.046, "homo_ev": -9.5, "charge": 0}

***

{"formula": "C2H7NO", "method": "ωB97M-V with the def2-TZVPD basis set", "species": ["C", "H", "H", "H", "C", "H", "H", "H", "N", "H", "O"], "positions_angstrom": [[-0.87324, 0.81297, 1.28146], [0.20035, 0.68399, 0.98171], [-1.00414, -0.34727, -0.23783], [1.58968, -0.83468, -2.15073], [1.72803, -0.66663, -1.06851], [2.57328, 0.03762, -0.98442], [2.05470, -1.62888, -0.63662], [-1.29507, 1.49034, 2.02211], [-1.60499, 0.17999, 0.46037], [-2.59491, -0.00692, 0.56303], [0.57158, -0.17937, -0.48603]], "de_lowest_kj_mol": 320.2, "e_lumo_ha": -0.005, "fmax_ha_per_bohr": 0.023, "homo_ev": -7.3, "charge": 0}

***

{"formula": "C2H7NO", "method": "ωB97M-V with the def2-TZVPD basis set", "species": ["H", "H", "H", "H", "H", "C", "O", "H", "N", "C", "H"], "positions_angstrom": [[0.83348, 1.22979, 1.21322], [-0.92068, 1.22742, -0.16004], [0.30113, -1.50744, 0.71962], [-1.56476, -0.51442, -0.52810], [-0.75506, -0.46175, 1.68720], [-0.68206, 0.12503, -0.36019], [1.16510, 0.21317, 1.29185], [0.89730, 0.81064, -1.42029], [0.09197, 0.12477, -1.65038], [-0.06015, -0.46224, 0.89980], [0.69373, -0.78498, -1.69268]], "de_lowest_kj_mol": 123.2, "e_lumo_ha": 0.032, "smiles": "NCCO", "fmax_ha_per_bohr": 0.087, "homo_ev": -9.9, "charge": 0}

***

{"formula": "C2H7NO2", "method": "ωB97M-V with the def2-TZVPD basis set", "species": ["H", "H", "N", "O", "H", "O", "C", "H", "H", "C", "H", "H"], "positions_angstrom": [[1.69172, 1.66819, 0.36566], [-2.28916, -0.53589, 0.36175], [0.95473, -1.31284, -0.16113], [-0.66228, 0.17509, -0.66360], [0.77379, -1.77818, -1.07826], [1.60489, 0.74038, 0.61317], [-1.67681, 0.37219, 0.28290], [-2.30300, 1.21129, -0.04376], [-1.31965, 0.61301, 1.29363], [0.98021, 0.03901, -0.38744], [1.03500, -1.58741, 0.81000], [1.21055, 0.39515, -1.39293]], "de_lowest_kj_mol": 285.6, "e_lumo_ha": 0.026, "smiles": "CO[C@H](N)O", "fmax_ha_per_bohr": 0.059, "homo_ev": -8.4, "charge": 0}

***

{"formula": "C2H7NO2", "method": "ωB97M-V with the def2-TZVPD basis set", "species": ["O", "H", "H", "N", "H", "C", "H", "H", "H", "O", "C", "H"], "positions_angstrom": [[1.83963, 0.50405, 0.19058], [-1.04475, 1.22116, -1.02608], [3.61843, 0.09771, -0.59418], [-1.61807, 0.40013, -1.08867], [2.23598, -1.28717, -0.40069], [2.63061, -0.26776, -0.30309], [-1.02860, -0.29305, -1.52095], [-2.48745, -1.06625, 0.06071], [-0.16481, 0.26195, 0.85920], [-0.78253, -0.46402, 1.00870], [-1.92764, -0.15517, 0.23164], [-2.51914, 0.60905, 0.73935]], "de_lowest_kj_mol": 212.4, "e_lumo_ha": 0.018, "smiles": "C=O.NCO", "fmax_ha_per_bohr": 0.038, "homo_ev": -9.7, "charge": 0}

***

{"formula": "C2H7NO2", "method": "ωB97M-V with the def2-TZVPD basis set", "species": ["C", "H", "H", "H", "H", "O", "H", "C", "H", "O", "H", "N"], "positions_angstrom": [[1.78473, 0.55414, -0.20282], [-0.66120, -0.43527, 0.35849], [1.47422, 0.76739, 0.83311], [2.87549, 0.50948, -0.29567], [-0.70828, -1.83449, -0.49470], [-2.92557, 0.20223, 1.15430], [-3.25495, 0.66371, 0.37944], [1.05066, -0.63558, -0.78414], [1.62547, 1.49868, -0.70934], [1.57581, -1.11656, -1.77231], [-2.68751, 0.85472, 1.80993], [-0.14887, -1.02846, -0.27630]], "de_lowest_kj_mol": 66.4, "e_lumo_ha": 0.017, "smiles": "CC(N)=O.O", "fmax_ha_per_bohr": 0.037, "homo_ev": -9.5, "charge": 0}

***

{"formula": "C2H7NO2P", "method": "ωB97M-V with the def2-TZVPD basis set", "species": ["H", "P", "O", "C", "H", "H", "H", "H", "N", "H", "C", "H", "O"], "positions_angstrom": [[0.27654, 0.58329, -1.90380], [-1.27790, -0.06758, 1.82563], [-2.69564, 0.02604, 1.57647], [-0.09428, -0.28130, -1.47717], [-1.31064, 1.60819, 0.27240], [0.64462, -1.07309, -1.77040], [-1.13651, -0.39701, -1.84101], [1.29180, -0.09874, 1.53869], [1.33434, -0.32940, 0.59895], [1.55817, -1.22801, 0.25942], [-0.04150, -0.34739, 0.00891], [1.92269, 0.30748, 0.18298], [-0.47168, 1.29753, 0.72892]], "de_lowest_kj_mol": 340.2, "e_lumo_ha": -0.153, "fmax_ha_per_bohr": 0.075, "homo_ev": -14.2, "charge": 1}

***

{"formula": "C2H7NO2S", "method": "ωB97M-V with the def2-TZVPD basis set", "species": ["H", "C", "H", "H", "O", "H", "S", "N", "H", "O", "H", "H", "C"], "positions_angstrom": [[-0.54124, 0.22732, -1.44234], [-2.61790, 0.08898, -0.95007], [1.56856, -1.11701, -0.48596], [-3.43759, -0.54173, -0.65544], [0.56467, -0.78101, 1.29487], [-2.95237, 1.24410, -0.92975], [1.49623, 0.27676, 0.98446], [2.55836, 0.80643, 1.88110], [3.10271, 0.29544, 2.42938], [1.98683, -0.27853, -0.49537], [-1.29942, -1.47161, -1.17302], [0.96172, 1.60524, 0.68368], [-1.39055, -0.35436, -1.14154]], "de_lowest_kj_mol": 415.3, "e_lumo_ha": 0.021, "smiles": "N=[S@H](=O)O.C=C", "fmax_ha_per_bohr": 0.097, "homo_ev": -10.3, "charge": 0}

***

{"formula": "C2H7NO2S", "method": "ωB97M-V with the def2-TZVPD basis set", "species": ["H", "H", "C", "H", "S", "H", "O", "O", "H", "C", "N", "H", "H"], "positions_angstrom": [[-2.54054, -2.11239, -0.86396], [0.60490, 1.92912, -1.03440], [0.71092, 0.08238, 0.18614], [0.11517, -0.20220, 1.04485], [-2.40500, 0.21763, -0.24527], [-0.15734, 2.20014, 0.43405], [-1.09610, 0.97677, -1.02916], [-2.42432, 0.52676, 1.15510], [-1.64498, -1.76982, 0.75633], [0.03491, 1.37514, -0.33710], [-1.99547, -1.49630, -0.19140], [1.79917, 0.09955, 0.34596], [0.67222, -0.76489, -0.45122]], "de_lowest_kj_mol": 218.9, "e_lumo_ha": 0.029, "fmax_ha_per_bohr": 0.055, "homo_ev": -9.7, "charge": 0}

***

{"formula": "C2H7NO2S2", "method": "ωB97M-V with the def2-TZVPD basis set", "species": ["C", "O", "O", "H", "H", "S", "H", "H", "H", "H", "S", "N", "C", "H"], "positions_angstrom": [[-1.98305, -0.47079, 0.40122], [0.93796, 0.69151, 1.09358], [2.22591, 0.78740, -1.08910], [2.23611, 1.52204, -0.54513], [-2.81946, -0.01202, -1.59760], [1.29045, -0.28785, 0.07099], [3.21803, -1.48811, 0.03703], [-1.95238, 0.24007, 1.26808], [-3.23702, 1.14810, -0.44882], [3.16254, -0.57640, 1.26006], [-1.46427, -1.98141, 0.45131], [2.53306, -1.15968, 0.73366], [-2.45423, 0.46282, -0.70834], [-1.69366, 1.12435, -0.92695]], "de_lowest_kj_mol": 278.5, "e_lumo_ha": -0.004, "fmax_ha_per_bohr": 0.087, "homo_ev": -8.7, "charge": 0}

***

| no. | molecular weight (g/mol) |
| --- | --- |
| 1 | 103.10 |
| 2 | 183.10 |
| 3 | 101.11 |
| 4 | 117.11 |
| 5 | 117.11 |
| 6 | 117.11 |
| 7 | 117.11 |
| 8 | 61.08 |
| 9 | 61.08 |
| 10 | 61.08 |
| 11 | 61.08 |
| 12 | 61.08 |
| 13 | 77.08 |
| 14 | 77.08 |
| 15 | 77.08 |
| 16 | 108.06 |
| 17 | 109.15 |
| 18 | 109.15 |
| 19 | 141.22 |